<P>
This record from the Open Molecules 2025 dataset describes C2H5NOP2 in the gas phase. The level of theory is ωB97M-V/def2-TZVPD.

Output
orbital gap (alpha / beta)	7.201 / 7.446	eV
HOMO (alpha / beta)	-9.023 / -8.850	eV
E_LUMO (alpha / beta)	-1.822 / -1.404	eV

Element x y z (Å)
C  1.32  -0.86  -1.79
C  0.28  -0.01  -1.07
N  -0.96  0.55  1.08
O  0.87  -2.01  -1.19
P  0.43  -0.12  0.71
P  -1.79  0.73  2.49
H  1.20  -0.85  -2.88
H  2.35  -0.60  -1.52
H  -0.72  0.04  -1.49
H  -0.80  1.07  3.42
H  -2.17  2.06  2.24


<Q>
This record from the Open Molecules 2025 dataset describes a molecular structure, C2H5NOP2. The level of theory is ωB97M-V/def2-TZVPD.

Output
orbital gap	8.058	eV
HOMO	-8.857	eV
E_LUMO	-0.799	eV

Element x y z (Å)
C  -1.04  -0.19  0.75
C  -0.92  -1.26  -0.03
N  1.06  0.45  -1.09
O  1.85  1.03  1.51
P  1.23  1.30  0.24
P  0.54  -1.20  -1.14
H  -0.31  0.54  0.64
H  -1.82  -0.16  1.51
H  -1.64  -2.14  0.15
H  1.38  2.64  -0.23
H  -0.33  -1.00  -2.31


Preferred: <Q>; penalty for the next structure: 193.3 kJ/mol.


<P>
This record from the Open Molecules 2025 dataset describes 2 unconnected molecules or ions with the total composition C9H20N2O3P. The level of theory is ωB97M-V/def2-TZVPD.

Output
orbital gap	10.772	eV
net charge	+1
HOMO	-14.587	eV
E_LUMO	-3.815	eV

Element x y z (Å)
C  0.92  2.79  -0.76
C  0.23  -0.25  2.55
C  -1.19  1.58  1.51
C  2.25  -0.87  0.03
C  0.63  -2.01  -1.58
C  0.79  1.67  -1.71
C  -0.38  0.74  -1.38
C  0.01  0.59  1.24
C  0.83  -1.23  -0.26
N  1.20  3.62  -0.05
N  -0.18  -0.07  -0.12
O  -5.96  0.27  -0.51
O  -3.48  0.37  -0.54
O  -1.36  -0.80  0.10
P  -4.59  -0.19  0.17
H  0.19  0.40  3.33
H  -0.40  -1.01  2.59
H  1.20  -0.53  2.51
H  -1.00  2.51  2.12
H  -1.96  0.96  1.90
H  -1.49  1.90  0.60
H  2.66  -1.70  0.37
H  2.90  -0.44  -0.83
H  2.42  -0.04  0.74
H  -0.41  -2.39  -1.72
H  1.41  -2.68  -1.64
H  0.91  -1.52  -2.57
H  1.74  1.02  -1.52
H  0.58  2.18  -2.61
H  -1.23  1.21  -1.13
H  -0.49  0.09  -2.15
H  0.89  1.36  1.02
H  0.61  -1.98  0.59
H  -6.06  1.00  -1.19
H  -2.26  -0.31  -0.27


<Q>
This record from the Open Molecules 2025 dataset describes a gas-phase ion, C9H20N2O3P (charge +1). The level of theory is ωB97M-V/def2-TZVPD.

Output
orbital gap	9.436	eV
net charge	+1
SMILES	CCO[P@@](=O)(O)C#[N+]N(C(C)C)C(C)C
HOMO	-13.257	eV
E_LUMO	-3.821	eV

Element x y z (Å)
C  -2.88  -0.55  -2.92
C  -2.92  -1.62  -1.78
O  -2.26  -1.29  -0.45
P  -2.70  -0.62  0.85
O  -4.12  -0.22  1.14
O  -2.14  -1.29  2.10
C  -1.08  0.52  0.71
N  0.05  0.25  0.64
N  1.29  0.32  0.46
C  2.17  0.05  1.63
C  1.76  -1.23  2.32
C  2.20  1.29  2.59
C  1.77  0.93  -0.79
C  1.07  2.24  -1.03
C  1.57  -0.11  -1.93
H  -3.31  0.48  -2.71
H  -1.97  -0.32  -3.38
H  -3.54  -0.96  -3.68
H  -2.31  -2.57  -1.96
H  -4.00  -1.87  -1.48
H  -2.81  -1.37  2.79
H  3.23  -0.14  1.23
H  1.44  -1.98  1.64
H  2.52  -1.48  3.09
H  0.85  -0.95  2.90
H  2.75  2.10  2.32
H  2.51  0.86  3.62
H  1.09  1.62  2.68
H  2.82  1.12  -0.60
H  1.50  3.14  -0.49
H  1.08  2.50  -2.17
H  -0.03  2.20  -0.74
H  1.42  -1.20  -1.53
H  2.40  -0.07  -2.67
H  0.59  0.21  -2.41


Preferred: <Q>; penalty for the next structure: 131.7 kJ/mol.